1.
Formula: C9H25Br2N7O14
Source: the OMol25 dataset
Level of theory: ωB97M-V/def2-TZVPD

Summary:
HOMO level (spin up / spin down) = -0.94 / -5.52 eV
E = -6941.925410 Eh
Kohn-Sham gap (spin up / spin down) = 3.10 / 7.68 eV
Charge = -1
Spin multiplicity = 2

```
57
Properties=species:S:1:pos:R:3:mulliken_spin:R:1
Br -1.6174 -0.8208 -2.2006 0.004
C -0.5866 0.4473 -1.0217 -0.012
C 0.7447 -0.1922 -0.6049 0.000
Br 1.7769 -0.3688 -2.2931 0.001
H -1.2557 0.6071 -0.1762 0.026
H -0.4379 1.3843 -1.5584 -0.004
H 0.5575 -1.1553 -0.1301 -0.001
H 1.4271 0.2982 0.0893 -0.001
C -1.9131 -1.8571 2.5483 -0.010
N -2.6989 -1.1294 3.5563 -0.002
O -3.7370 -0.6036 3.1504 0.009
O -2.2884 -0.9300 4.7048 0.000
H -2.6281 -2.5028 2.0385 0.000
H -1.1049 -2.4589 2.9637 0.000
H -1.4908 -1.0242 1.9861 0.016
C -0.1475 -3.3371 -4.5663 0.001
N 1.2946 -3.5970 -4.2758 0.000
O 1.5507 -3.7708 -3.0847 0.000
O 2.0866 -3.5476 -5.1594 0.000
H -0.3537 -2.3319 -4.1986 0.000
H -0.7861 -4.0280 -4.0158 0.000
H -0.2025 -3.2553 -5.6518 0.000
C 5.0942 -1.0545 -3.2696 0.000
N 5.1341 -1.8457 -2.0081 0.000
O 4.7250 -2.9645 -2.1043 0.000
O 5.5600 -1.3257 -0.9732 0.000
H 4.2686 -0.3532 -3.1482 0.000
H 4.9963 -1.7869 -4.0709 0.000
H 6.0323 -0.5221 -3.4262 0.000
C 0.5259 3.6003 3.0044 -0.029
N 0.9115 2.2168 2.4870 0.093
O 0.0790 1.3433 2.5951 0.008
O 1.9738 2.1306 1.8440 0.061
H 1.0554 4.4146 2.5098 0.001
H 0.8673 3.7955 4.0209 0.003
H -0.5600 3.6926 2.9816 0.048
C -3.9926 2.3822 3.5562 0.014
N -3.4637 2.8390 2.2669 0.403
O -2.7939 1.9974 1.6471 0.123
O -3.6917 3.9942 1.8945 0.222
H -4.3836 3.1983 4.1637 0.008
H -3.1786 1.8265 4.0217 -0.007
H -4.8766 1.7778 3.3531 0.005
C 0.9953 -4.0552 -0.0680 0.000
N -0.1744 -4.5408 -0.9140 0.000
O -0.1039 -5.6917 -1.4318 0.000
O -1.1217 -3.8080 -1.0179 0.000
H 1.6157 -4.9488 0.0013 0.000
H 0.5685 -3.8147 0.9057 0.000
H 1.4643 -3.2537 -0.6388 0.000
C -1.3221 5.2486 0.2953 -0.014
N -0.2050 4.6557 -0.4293 0.015
O -0.0654 3.4342 -0.3277 -0.009
O 0.5023 5.4035 -1.1037 0.012
H -1.1581 5.0033 1.3446 0.012
H -2.2127 4.8599 -0.1985 0.008
H -1.2551 6.3251 0.1378 -0.005
```



2.
Formula: C9H25CoIP2
Source: the OMol25 dataset
Level of theory: ωB97M-V/def2-TZVPD

Summary:
HOMO level (spin up / spin down) = -6.27 / -7.94 eV
E = -2720.881776 Eh
Kohn-Sham gap (spin up / spin down) = 6.46 / 7.93 eV
Charge = 0
ΔE to the lowest compared entry with this formula, charge and spin = 80.2 kJ/mol
Spin multiplicity = 4

```
38
Properties=species:S:1:pos:R:3:mulliken_spin:R:1
C -1.3458 1.8693 1.6987 0.116
C -2.0265 -2.0974 -0.0578 0.119
H -2.0108 1.3280 2.4161 0.001
H -1.9507 2.5836 1.1139 -0.001
H -0.7167 2.4912 2.3732 0.004
H -1.6156 -3.0823 -0.3662 -0.001
H -2.5625 -2.3796 0.8597 0.001
H -2.8052 -1.8906 -0.8120 0.000
Co -1.3706 -0.1542 0.6983 2.368
C -1.8565 0.6826 -1.0435 0.195
H -2.5054 -0.0071 -1.6030 -0.012
H -1.0385 0.9806 -1.7248 -0.007
H -2.4501 1.5813 -0.8107 -0.006
I -0.8924 -1.2720 3.0081 0.051
C 1.5534 1.1784 1.9266 0.016
P 0.3076 1.4410 0.6134 0.028
C 0.5556 3.2467 0.1799 0.010
C 1.4291 0.9713 -0.8535 0.030
C 1.1855 -0.3660 -1.4859 0.028
P -0.0054 -1.5587 -0.5688 0.025
C 0.0291 -2.7182 -2.0286 0.013
C 1.2859 -2.3180 0.5226 0.029
H 2.4423 0.6324 1.5641 0.002
H 1.1071 0.6064 2.7534 -0.003
H 1.8782 2.1694 2.2795 -0.001
H 1.6178 3.5230 0.3102 0.000
H 0.3175 3.4470 -0.8760 0.001
H -0.0730 3.8857 0.8134 -0.002
H 1.3364 1.7850 -1.5770 -0.002
H 2.4466 1.0400 -0.4645 0.001
H 0.7628 -0.3062 -2.4946 0.008
H 2.1109 -0.9488 -1.5710 -0.005
H 1.1010 -2.8483 -2.3118 -0.001
H -0.3776 -3.7193 -1.8124 -0.003
H -0.5048 -2.3117 -2.8951 0.002
H 1.8779 -3.0319 -0.0790 0.001
H 1.9781 -1.5771 0.9646 -0.002
H 0.7851 -2.8553 1.3407 -0.004
```



3.
Formula: C9H26BrLiO7
Source: the OMol25 dataset
Level of theory: ωB97M-V/def2-TZVPD

Summary:
HOMO level = -9.58 eV
E = -3466.742457 Eh
Kohn-Sham gap = 7.82 eV
Charge = 0
ΔE to the lowest compared entry with this formula, charge and spin = 20.2 kJ/mol

```
44
Properties=species:S:1:pos:R:3:lowdin_charge:R:1
Li 2.3344 -1.2095 3.8199 0.657
Br 1.2940 -0.5659 1.7894 -0.012
C 1.4092 2.3596 -2.0069 -0.067
C 1.2179 0.8856 -2.2948 -0.465
C 2.5881 0.1922 -2.1876 -0.054
O 0.3416 0.3071 -1.3244 -0.112
H 0.5335 3.0044 -2.1085 0.079
H 2.1893 2.8176 -2.6259 0.080
H 1.7931 2.5392 -0.9989 0.070
H 0.7942 0.6913 -3.2790 0.137
H 2.9497 0.3030 -1.1619 0.071
H 3.2913 0.6743 -2.8650 0.078
H 2.5005 -0.8765 -2.3843 0.079
H 0.8021 0.0880 -0.4974 -0.068
C -2.7290 -1.4071 0.1967 -0.248
C -3.5670 -0.1209 0.2353 -0.248
O -2.7822 1.0527 0.3653 -0.081
O -2.1364 -1.6391 1.4738 -0.101
H -1.9864 -1.3202 -0.5995 0.113
H -3.4419 -2.2204 0.0424 0.118
H -4.2821 -0.1581 1.0557 0.119
H -4.1432 -0.0334 -0.6980 0.114
H -2.0446 1.0080 -0.2692 0.069
H -1.2903 -1.1608 1.4712 -0.020
C -0.0483 4.6883 1.2169 -0.229
C 0.1121 3.2479 1.6459 -0.249
O 1.4858 2.8908 1.7233 -0.116
O 0.4033 5.5832 2.2450 -0.077
H -1.0696 4.9421 0.9367 0.120
H 0.5658 4.9426 0.3417 0.115
H -0.3750 2.5635 0.9465 0.103
H -0.3556 3.1226 2.6278 0.124
H 1.6233 1.9425 1.6470 -0.054
H 1.1020 5.1283 2.7269 0.072
C -0.7190 -4.7937 -0.0317 -0.245
C 0.7309 -4.4593 0.3452 -0.225
O 1.2948 -3.4784 -0.5479 -0.098
O -0.7969 -5.3673 -1.3147 -0.058
H -1.3475 -3.9052 0.0402 0.099
H -1.0330 -5.5448 0.6944 0.120
H 1.3490 -5.3534 0.2950 0.115
H 0.7562 -4.0125 1.3426 0.101
H 1.2501 -2.6493 -0.0621 -0.013
H -0.5637 -4.6990 -1.9671 0.085
```



Number 2 is which compound?
C9H25CoIP2



Look up the charge of the first one.
-1



Which of these has the highest E?
C9H25CoIP2